# 1
The following is a DFT calculation (ωB97M-V with the def2-TZVPD basis set) of a gas-phase ion, C23H22NO2 (charge +1) in a non-equilibrium geometry.

Gap between HOMO and LUMO = 6.593 eV
Energy relative to the best compared isomer or geometry (same formula, charge and spin) = 4.5799 eV
SMILES = COc1ccc(C(C#[N+]Cc2ccccc2)c2ccc(OC)cc2)cc1
Total charge = +1
Highest occupied orbital energy = -11.24 eV
Calculated total energy = -1094.4641 a.u.

Element x y z (Å)
1 C -5.2153 2.0655 1.5058
2 O -5.0937 0.6325 1.6365
3 C -3.8104 0.1873 1.7249
4 C -3.6329 -1.1387 2.1835
5 C -2.3802 -1.5823 2.4978
6 C -1.2455 -0.7782 2.3324
7 C -0.0165 -1.4977 2.7196
8 C 0.1011 -2.9302 3.9258
9 N -0.1387 -3.3192 5.0203
10 C -0.4897 -3.7083 6.3914
11 C -0.1308 -5.1503 6.6414
12 C 1.1948 -5.4838 6.9362
13 C 1.5500 -6.8231 7.1602
14 C 0.5645 -7.8301 7.0031
15 C -0.7473 -7.4940 6.6145
16 C -1.0786 -6.1552 6.3974
17 C 1.2824 -0.8482 2.5440
18 C 2.3490 -1.6907 2.1405
19 C 3.5788 -1.1726 1.7954
20 C 3.7575 0.2324 1.7851
21 O 4.9943 0.6775 1.4201
22 C 5.1919 2.1139 1.5317
23 C 2.7145 1.0992 2.2320
24 C 1.5115 0.5509 2.6765
25 C -1.4227 0.5047 1.7102
26 C -2.6856 1.0492 1.5551
27 H -6.2998 2.2060 1.4862
28 H -4.7738 2.6036 2.3555
29 H -4.7582 2.4337 0.5770
30 H -4.4977 -1.7950 2.3519
31 H -2.2195 -2.6097 2.7811
32 H -0.0170 -2.4768 2.1241
33 H -1.5812 -3.5533 6.5316
34 H 0.0704 -3.0429 7.0801
35 H 1.9531 -4.7013 7.0036
36 H 2.5745 -7.0985 7.4754
37 H 0.8478 -8.8895 7.1495
38 H -1.5025 -8.2929 6.5072
39 H -2.0675 -5.8868 6.0525
40 H 2.1031 -2.7350 1.9363
41 H 4.3831 -1.8474 1.4951
42 H 6.2694 2.2000 1.4034
43 H 4.6512 2.6517 0.7384
44 H 4.8815 2.5164 2.5074
45 H 2.8688 2.1881 2.1997
46 H 0.7246 1.2589 2.9917
47 H -0.5529 1.0637 1.2720
48 H -2.8384 2.1043 1.3286

***

# 2
The following is a DFT calculation (ωB97M-V with the def2-TZVPD basis set) of a molecular structure, C3H4O2.

Gap between HOMO and LUMO = 9.724 eV
Energy relative to the best compared isomer or geometry (same formula, charge and spin) = 5.4500 eV
Total charge = 0
Highest occupied orbital energy = -9.52 eV
Calculated total energy = -266.9925 a.u.

Element x y z (Å)
1 O -2.0039 0.5877 0.1237
2 C -0.9642 0.0673 -0.2705
3 C -0.3167 0.6447 0.9245
4 O 1.4304 -0.2818 0.1148
5 C 0.8612 -0.7641 -0.8895
6 H -0.4416 0.1503 1.8834
7 H -0.0415 1.6945 0.9120
8 H 0.9231 -0.2768 -1.8761
9 H 0.5532 -1.8218 -0.9221

***

# 3
The following is a DFT calculation (ωB97M-V with the def2-TZVPD basis set) of 2 unconnected molecules or ions with the total composition C2H6NO2 in a non-equilibrium geometry.

Gap between HOMO and LUMO (alpha / beta) = 10.458 / 6.360 eV
Energy relative to the best compared isomer or geometry (same formula, charge and spin) = 2.2239 eV
2S+1 = 2
Total charge = 0
Highest occupied orbital energy (alpha / beta) = -9.93 / -9.91 eV
Calculated total energy = -284.8952 a.u.
Expectation value of S² = 0.78

Element x y z (Å)
1 C 1.1747 -0.1822 1.3476
2 O 1.1134 -1.4205 0.6386
3 H 0.4601 0.6434 1.2280
4 H 2.1844 0.1877 1.0940
5 H 1.1249 -0.4893 2.4408
6 C -1.6438 0.6970 -1.2283
7 N -0.8597 -0.2828 -0.8502
8 O -2.6068 1.2580 -0.6814
9 H -1.2864 1.3399 -2.0844
10 H 0.6466 -1.1810 -0.2981
11 H -0.3075 -0.5702 -1.6066

***

# 4
The following is a DFT calculation (ωB97M-V with the def2-TZVPD basis set) of 2 unconnected molecules or ions with the total composition C2H8N3O in a non-equilibrium geometry.

Gap between HOMO and LUMO = 11.922 eV
Energy relative to the best compared isomer or geometry (same formula, charge and spin) = 1.8845 eV
Total charge = +1
Highest occupied orbital energy = -15.41 eV
Calculated total energy = -320.2553 a.u.

Element x y z (Å)
1 N 0.9286 -1.7864 -0.0885
2 C 1.0157 -1.1207 -1.2402
3 N 0.1265 0.1126 -1.3188
4 O 1.6697 -1.3528 -2.2015
5 H 0.4496 -1.3975 0.7033
6 H 1.4475 -2.6494 -0.0812
7 H 0.6874 0.8513 -1.7577
8 H -0.6422 -0.0668 -1.9704
9 C -1.3056 1.6855 1.6250
10 N -0.9309 0.5030 1.3424
11 H -0.8465 2.3453 2.3546
12 H -2.1189 2.1170 1.0360
13 H -0.2657 0.5211 -0.4347
14 H -0.2152 0.2377 2.0317

***

# 5
The following is a DFT calculation (ωB97M-V with the def2-TZVPD basis set) of a molecular structure, C49H66KN2O2P3S2Si in a non-equilibrium geometry.

Gap between HOMO and LUMO = 4.247 eV
Energy relative to the best compared isomer or geometry (same formula, charge and spin) = 0.0970 eV
Total charge = -2
Highest occupied orbital energy = -0.70 eV
Calculated total energy = -4876.7201 a.u.

Element x y z (Å)
1 K 0.9496 -0.8732 -0.6614
2 C 0.3757 -1.9314 2.9147
3 C 1.2556 -0.8258 3.5078
4 C 0.7916 -0.5079 4.9270
5 P 1.2931 0.6355 2.3174
6 C 2.9703 1.4208 2.7786
7 C 2.9900 2.8946 2.3624
8 C 3.6052 1.2572 4.1625
9 C 0.0861 1.8302 3.0043
10 C 0.3623 2.6606 4.0957
11 C -0.4859 3.6991 4.4373
12 C -1.6332 3.9165 3.6856
13 C -1.9409 3.0608 2.6407
14 C -1.1089 1.9952 2.2802
15 Si -1.4693 0.7345 0.8414
16 C -2.6684 -0.4886 1.7306
17 C -3.1091 -0.3299 3.0494
18 C -3.8328 -1.3151 3.7045
19 C -4.1266 -2.5013 3.0455
20 C -3.6956 -2.6912 1.7398
21 C -2.9765 -1.7033 1.0655
22 P -2.2541 -1.9024 -0.6125
23 C -2.7014 -3.6780 -1.0589
24 C -1.7454 -4.1383 -2.1676
25 C -4.1458 -4.0377 -1.4131
26 C -3.4351 -0.8698 -1.6506
27 C -3.2204 -1.1213 -3.1443
28 C -4.9192 -0.8779 -1.2763
29 C -2.7547 1.8982 -0.0174
30 C -4.1251 1.9746 0.2385
31 C -4.9332 2.8748 -0.4413
32 C -4.3729 3.7439 -1.3682
33 C -3.0078 3.7033 -1.6183
34 C -2.1956 2.7827 -0.9573
35 P -0.3887 2.5499 -1.1964
36 C 0.2706 4.3098 -1.3693
37 C 0.0354 4.9660 -0.0038
38 C -0.1146 5.2706 -2.4943
39 C -0.3630 1.7822 -2.9239
40 C -1.5360 2.0519 -3.8646
41 C 0.9459 2.0401 -3.6773
42 H 0.4172 -2.8271 3.5424
43 H 0.6981 -2.2054 1.9085
44 H -0.6622 -1.6033 2.8636
45 H 2.2881 -1.1946 3.5278
46 H -0.2202 -0.1004 4.9032
47 H 1.4392 0.2145 5.4248
48 H 0.7757 -1.4221 5.5298
49 H 3.6112 0.8811 2.0699
50 H 2.4360 3.5173 3.0635
51 H 2.5389 3.0171 1.3801
52 H 4.0190 3.2655 2.3093
53 H 3.1121 1.8720 4.9161
54 H 4.6505 1.5833 4.1169
55 H 3.5954 0.2200 4.4991
56 H 1.2524 2.5073 4.6882
57 H -0.2428 4.3493 5.2713
58 H -2.2856 4.7513 3.9213
59 H -2.8547 3.2334 2.0841
60 H -2.8799 0.5947 3.5693
61 H -4.1779 -1.1585 4.7220
62 H -4.6822 -3.2836 3.5517
63 H -3.9280 -3.6326 1.2586
64 H -2.4207 -4.2244 -0.1498
65 H -1.8910 -3.5738 -3.0902
66 H -1.9044 -5.2003 -2.3871
67 H -0.7119 -3.9908 -1.8543
68 H -4.4188 -3.6305 -2.3861
69 H -4.8605 -3.6701 -0.6756
70 H -4.2488 -5.1267 -1.4784
71 H -3.0604 0.1302 -1.4470
72 H -3.6584 -2.0659 -3.4676
73 H -2.1537 -1.1410 -3.3849
74 H -3.6867 -0.3216 -3.7276
75 H -5.4504 -1.7131 -1.7349
76 H -5.3862 0.0504 -1.6175
77 H -5.0511 -0.9351 -0.1955
78 H -4.5583 1.3153 0.9838
79 H -6.0008 2.9030 -0.2455
80 H -5.0013 4.4536 -1.8962
81 H -2.5872 4.3889 -2.3416
82 H 1.3421 4.1010 -1.4637
83 H -1.0279 5.1723 0.1431
84 H 0.5861 5.9088 0.0826
85 H 0.3564 4.3027 0.8028
86 H -1.0876 5.7309 -2.3128
87 H -0.1318 4.7808 -3.4675
88 H 0.6221 6.0805 -2.5414
89 H -0.4025 0.7083 -2.6735
90 H -1.5115 3.0729 -4.2553
91 H -2.4985 1.8950 -3.3816
92 H -1.4598 1.3593 -4.7075
93 H 0.8878 2.9818 -4.2306
94 H 1.1243 1.2252 -4.3826
95 H 1.7986 2.0927 -3.0125
96 O 3.0000 -2.1816 -1.2042
97 C 2.1019 -2.9945 -1.5318
98 O 1.0448 -3.1850 -0.8795
99 C 2.2928 -3.8077 -2.7968
100 C 2.9000 -5.0522 -2.7264
101 C 3.0812 -5.8425 -3.8571
102 C 2.6700 -5.3480 -5.0891
103 C 2.0607 -4.1070 -5.1750
104 C 1.8314 -3.3122 -4.0355
105 S 0.9924 -1.8032 -4.1866
106 H 3.2392 -5.4083 -1.7578
107 H 3.5321 -6.8260 -3.7743
108 H 2.8266 -5.9326 -5.9918
109 H 1.7331 -3.7200 -6.1323
110 C 7.5268 -0.2486 -0.9578
111 C 6.5604 0.6267 -1.6836
112 C 6.8960 1.4813 -2.6949
113 C 5.8813 2.3019 -3.2403
114 N 4.6821 2.3832 -2.7118
115 C 4.3566 1.5826 -1.6760
116 S 2.9380 1.6744 -0.8288
117 N 5.2811 0.6221 -1.2657
118 C 6.1347 3.1331 -4.4585
119 H 8.5167 -0.1749 -1.4020
120 H 7.2010 -1.2897 -0.9781
121 H 7.5891 0.0626 0.0862
122 H 7.9074 1.5215 -3.0721
123 H 4.9235 -0.0947 -0.6458
124 H 7.2021 3.2434 -4.6495
125 H 5.6720 4.1113 -4.3448
126 H 5.6728 2.6461 -5.3192

***

# 6
The following is a DFT calculation (ωB97M-V with the def2-TZVPD basis set) of 8 unconnected molecules or ions with the total composition C11H38N4O8 in a non-equilibrium geometry.

Gap between HOMO and LUMO = 8.597 eV
Energy relative to the best compared isomer or geometry (same formula, charge and spin) = 5.6694 eV
SMILES = NC(N)=O.NC(N)=O.CCO.CCO.CCO.CO.CO.CO
Total charge = 0
Highest occupied orbital energy = -8.59 eV
Calculated total energy = -1262.7381 a.u.

Element x y z (Å)
1 N 2.0301 -2.0932 -1.2846
2 C 2.6912 -1.7682 -0.2257
3 N 3.8048 -1.0690 -0.4074
4 O 2.1880 -2.0084 1.0524
5 H 1.1088 -2.5373 -1.1477
6 H 2.4491 -2.1523 -2.2704
7 H 4.1976 -0.6222 0.4445
8 H 4.2323 -1.0084 -1.2750
9 N -2.3445 -0.8041 0.4053
10 C -1.2837 -1.0622 1.1291
11 N -0.1347 -0.6084 0.6857
12 O -1.3494 -1.7026 2.3266
13 H -3.2296 -1.0156 0.8471
14 H -2.4042 -0.4082 -0.5395
15 H 0.6714 -1.0196 1.1566
16 H 0.0229 -0.0335 -0.1487
17 C 2.7492 0.8834 2.2432
18 C 4.2293 1.0462 2.4731
19 O 4.9635 0.1482 1.7232
20 H 2.1474 1.7652 2.6323
21 H 2.3091 0.1399 2.8806
22 H 2.4845 0.7100 1.2131
23 H 4.5583 1.1518 3.5069
24 H 4.5100 2.0192 2.0389
25 H 5.8134 0.0076 2.1843
26 C -2.6736 -3.2005 -2.2854
27 C -1.1908 -2.7797 -2.4102
28 O -0.5554 -2.9063 -1.1187
29 H -2.8693 -4.2133 -1.8706
30 H -3.2123 -3.1479 -3.2246
31 H -3.1418 -2.5844 -1.5136
32 H -1.0553 -1.7476 -2.6642
33 H -0.7197 -3.2674 -3.2670
34 H -0.8125 -2.1669 -0.5653
35 C -3.8137 1.8457 -1.2278
36 C -2.8399 1.3354 -2.1921
37 O -2.7164 0.0105 -2.1431
38 H -3.7778 2.9773 -1.3521
39 H -3.4704 1.6854 -0.2040
40 H -4.8050 1.4533 -1.2892
41 H -1.8530 1.8606 -2.0302
42 H -3.1696 1.6910 -3.1867
43 H -2.7609 -0.3055 -3.0309
44 C -0.5697 2.8763 0.4085
45 O -1.0986 2.0565 1.4799
46 H 0.0776 3.6759 0.7852
47 H -1.2903 3.4325 -0.0479
48 H -0.0395 2.2531 -0.3488
49 H -1.0883 1.1578 1.1887
50 C -0.3275 0.6802 4.4094
51 O -0.3848 2.0614 4.0539
52 H -1.3377 0.3218 4.4228
53 H 0.0144 0.4744 5.4200
54 H 0.1542 0.0084 3.6499
55 H -0.7235 2.1513 3.1392
56 C 0.7792 0.9424 -2.6825
57 O 1.3442 0.6453 -1.4468
58 H -0.0774 0.2745 -2.8814
59 H 1.5446 0.8567 -3.4799
60 H 0.4091 1.9296 -2.6721
61 H 1.6368 -0.2959 -1.4663